(1)
Density functional theory data (ωB97M-V with the def2-TZVPD basis set) for a structure of composition C18H21Cl4N3O10P2SV.

Properties
Energy: -5481.36235 Ha
HOMO energy (spin up / spin down): -0.706 / -1.275 eV
Largest force on an atom: 0.017 hartree/bohr
Relative energy (zero: lowest compared OMol25 entry of this formula, charge and spin): 68.2 kJ/mol
Orbital gap (spin up / spin down): 0.1902 / 0.2110 Ha
⟨S²⟩: 3.756

```
! RIJCOSX wB97M-V def2-TZVPD def2/J DEFGRID3
* xyz -2 4
V 0.29 1.64 -0.49
N 0.04 0.15 3.82
C 1.12 1.08 3.32
C 2.06 1.41 4.47
P 1.99 -0.01 2.07
O 3.46 0.66 1.95
O 2.06 -1.31 2.81
O 1.35 0.13 0.73
P 0.24 2.55 2.58
O 0.66 3.79 3.55
O -1.20 2.22 2.80
O 0.85 2.87 1.25
H -0.18 0.34 4.80
H 0.39 -0.81 3.68
H -0.81 0.33 3.26
H 2.54 0.51 4.84
H 1.52 1.91 5.28
H 2.84 2.09 4.13
H 3.49 1.10 1.09
H 1.22 4.37 3.02
S -0.58 3.68 -1.85
C -2.03 3.02 -1.20
C -3.33 3.41 -1.58
C -4.42 2.79 -1.01
C -4.22 1.78 -0.06
C -2.92 1.45 0.27
N -1.86 2.04 -0.28
H -3.45 4.19 -2.32
H -5.42 3.08 -1.30
H -5.05 1.27 0.42
H -2.70 0.70 1.01
Cl 1.53 -1.90 -6.30
C 1.75 -0.94 -4.87
C 2.99 -0.47 -4.52
Cl 4.38 -0.84 -5.50
C 3.13 0.33 -3.37
Cl 4.70 0.98 -2.94
C 2.06 0.67 -2.54
O 2.14 1.45 -1.53
C 0.75 0.10 -2.87
O -0.23 0.35 -2.07
C 0.64 -0.64 -4.05
Cl -0.96 -1.14 -4.53
O -2.69 -2.72 1.12
C -1.55 -2.04 1.21
O -1.18 -1.55 2.26
C -0.74 -2.04 -0.08
N -1.52 -2.71 -1.13
C -0.66 -3.74 -1.75
C 0.24 -4.17 -0.61
C 0.57 -2.84 0.07
H -0.53 -1.01 -0.38
H -1.80 -2.02 -1.82
H -2.69 -2.97 0.15
H -0.06 -3.30 -2.56
H -1.27 -4.54 -2.17
H 1.13 -4.69 -0.96
H -0.30 -4.84 0.07
H 1.35 -2.31 -0.47
H 0.89 -2.92 1.10
*
```

=====

(2)
Density functional theory data (ωB97M-V with the def2-TZVPD basis set) for a structure of composition C20H49AsBr3F6O23S7 at a distorted geometry.

Properties
Energy: -15866.19965 Ha
HOMO energy: -8.137 eV
Largest force on an atom: 0.099 hartree/bohr
Orbital gap: 0.3607 Ha

```
! RIJCOSX wB97M-V def2-TZVPD def2/J DEFGRID3
* xyz -1 1
As 1.29 -0.48 0.14
F 1.77 0.42 -1.33
F 0.05 0.81 0.59
F 0.84 -1.43 1.64
F 2.43 -1.86 -0.32
F 2.70 0.28 1.05
F -0.11 -1.32 -0.69
O -3.43 1.01 -0.46
S -3.45 2.35 0.18
O -3.53 3.52 -0.70
O -4.79 2.37 1.26
C -5.37 3.62 1.68
C -6.90 3.68 1.48
C -2.02 2.77 1.33
H -4.94 4.48 1.15
H -5.12 3.56 2.74
H -7.22 4.72 1.53
H -7.31 3.01 2.24
H -6.97 3.24 0.49
H -1.48 1.95 1.81
H -2.29 3.51 2.07
H -1.39 3.20 0.54
O 1.84 -3.49 -3.26
S 0.87 -2.64 -4.01
O -0.42 -2.26 -3.52
O 1.62 -1.21 -4.48
C 2.98 -1.10 -4.77
C 3.40 -0.01 -5.79
C 0.57 -3.27 -5.72
H 3.22 -2.04 -5.28
H 3.61 -0.98 -3.89
H 4.48 -0.13 -5.69
H 3.08 0.98 -5.45
H 3.13 -0.17 -6.84
H 0.54 -4.35 -5.60
H 1.31 -2.79 -6.37
H -0.43 -2.87 -5.89
O -0.62 3.00 -1.99
S -0.95 2.08 -3.06
O -1.36 0.78 -2.59
O -2.17 2.73 -3.95
C -2.49 4.16 -3.96
C -3.88 4.26 -4.74
C 0.47 2.07 -4.27
H -1.69 4.77 -4.37
H -2.77 4.53 -2.98
H -4.51 3.58 -4.16
H -3.81 3.97 -5.78
H -4.26 5.27 -4.64
H 1.32 1.75 -3.67
H 0.69 3.07 -4.64
H 0.21 1.43 -5.11
O -3.53 -2.25 3.25
S -2.86 -1.12 2.69
O -2.63 -1.00 1.28
O -3.69 0.27 3.23
C -4.27 0.21 4.51
C -5.30 1.27 4.88
C -1.21 -0.78 3.59
H -3.51 0.23 5.29
H -4.88 -0.67 4.68
H -5.89 1.11 5.78
H -5.90 1.38 3.98
H -4.69 2.17 4.92
H -0.58 -1.66 3.63
H -1.44 -0.37 4.58
H -0.82 0.03 2.98
O -1.51 -3.34 0.20
S -0.85 -4.36 1.06
O -0.53 -4.08 2.49
O -1.76 -5.73 0.88
C -2.49 -6.11 2.06
C -1.64 -6.79 3.21
C 0.68 -4.97 0.41
H -3.18 -6.84 1.63
H -3.03 -5.30 2.55
H -2.27 -6.82 4.10
H -0.69 -6.31 3.42
H -1.47 -7.85 3.01
H 0.70 -5.06 -0.68
H 0.88 -5.93 0.90
H 1.43 -4.26 0.73
C 2.34 -3.55 4.11
Br 4.22 -4.13 3.80
Br 2.39 -1.66 4.49
Br 1.35 -4.56 5.53
H 1.85 -3.50 3.14
C 2.91 4.15 0.53
C 2.09 3.77 -0.69
O 2.93 3.89 -1.80
S 4.50 3.76 -1.36
O 5.27 4.51 -2.29
O 4.75 2.36 -1.00
O 4.18 4.59 0.11
H 2.80 3.44 1.34
H 2.43 5.00 1.03
H 1.21 4.40 -0.85
H 1.68 2.78 -0.48
C 6.01 -0.99 0.73
C 5.63 -0.02 1.94
O 6.81 0.10 2.75
S 8.17 -0.34 1.89
O 8.77 -1.59 2.41
O 8.98 0.88 1.71
O 7.32 -0.71 0.55
H 5.27 -0.84 -0.05
H 5.97 -1.98 1.18
H 4.80 -0.37 2.55
H 5.54 0.99 1.55
*
```

=====

(3)
Density functional theory data (ωB97M-V with the def2-TZVPD basis set) for a cluster of 7 separate species, C54H49F9O29S2 in total at a distorted geometry.

Properties
Structure (SMILES): CC(C)=CCC[C@H](C)CC[C@@H]1COS(=O)(=O)[C@H](S(=O)(=O)C(F)(F)C(F)(F)C(F)(F)C(F)(F)F)C1.O=C1C=C(O)C(=O)C=C1O.O=C1C=C(O)C(=O)C=C1O.O=C1C=C(O)C(=O)C=C1O.O=C1C=C(O)C(=O)C=C1O.O=C1C=C(O)C(=O)C=C1O.O=C1C=C(O)C(=O)C=C1O
Energy: -5964.18003 Ha
HOMO energy: -8.819 eV
Largest force on an atom: 0.023 hartree/bohr
Orbital gap: 0.2610 Ha

```
! RIJCOSX wB97M-V def2-TZVPD def2/J DEFGRID3
* xyz 0 1
C 0.28 2.25 2.20
C 0.79 1.27 3.22
C -0.15 0.97 4.36
C 2.02 0.72 3.09
C 2.51 -0.47 3.89
C 1.94 -1.77 3.31
C 2.41 -2.17 1.89
C 3.76 -1.61 1.43
C 1.37 -1.85 0.81
C 1.60 -2.64 -0.48
C 0.35 -2.72 -1.37
C -0.11 -4.14 -1.60
O -1.49 -4.10 -2.05
S -1.72 -3.49 -3.49
O -3.11 -3.17 -3.57
O -1.07 -4.33 -4.45
C -0.79 -1.92 -3.41
S -0.58 -1.25 -5.09
O 0.81 -0.90 -5.25
O -1.23 -2.07 -6.07
C -1.50 0.39 -5.19
F -1.03 0.90 -6.35
F -2.82 0.14 -5.33
C -1.25 1.45 -4.05
F -0.86 2.59 -4.67
F -0.24 1.02 -3.24
C -2.46 1.86 -3.15
F -3.48 2.30 -3.93
F -2.02 2.90 -2.39
C -3.02 0.82 -2.14
F -4.05 1.37 -1.50
F -3.42 -0.29 -2.76
F -2.06 0.50 -1.24
C 0.59 -2.12 -2.76
H 0.82 2.12 1.27
H -0.77 2.03 2.00
H 0.35 3.29 2.52
H -1.17 1.20 4.08
H 0.10 1.58 5.23
H -0.11 -0.08 4.68
H 2.68 1.14 2.33
H 2.14 -0.37 4.91
H 3.59 -0.49 3.96
H 2.18 -2.58 4.00
H 0.86 -1.66 3.30
H 2.50 -3.26 1.91
H 4.20 -2.30 0.71
H 3.62 -0.65 0.95
H 4.48 -1.50 2.24
H 1.36 -0.78 0.61
H 0.38 -2.13 1.20
H 2.39 -2.15 -1.06
H 1.96 -3.64 -0.22
H -0.48 -2.15 -0.94
H -0.05 -4.73 -0.69
H 0.48 -4.61 -2.40
H -1.35 -1.25 -2.76
H 1.17 -2.81 -3.38
H 1.10 -1.16 -2.72
O 0.59 -3.40 5.91
C 1.00 -4.33 6.57
C 2.23 -4.32 7.33
C 2.59 -5.41 8.02
O 3.69 -5.50 8.75
C 1.75 -6.67 8.01
O 2.18 -7.62 8.65
C 0.51 -6.68 7.26
C 0.15 -5.58 6.58
O -0.96 -5.49 5.87
H 2.82 -3.41 7.33
H 3.70 -6.40 9.12
H -0.08 -7.58 7.27
H -0.97 -4.59 5.49
O -3.12 -6.52 10.95
C -2.10 -6.75 11.57
C -1.89 -6.41 12.96
C -0.71 -6.70 13.54
O -0.42 -6.43 14.80
C 0.40 -7.38 12.78
O 1.44 -7.59 13.39
C 0.18 -7.75 11.39
C -0.99 -7.45 10.82
O -1.29 -7.74 9.56
H -2.69 -5.92 13.49
H 0.49 -6.75 14.94
H 0.98 -8.24 10.86
H -2.20 -7.41 9.42
O -4.19 3.78 -10.68
C -3.85 4.13 -9.57
C -3.79 5.50 -9.12
C -3.38 5.77 -7.87
O -3.31 6.99 -7.37
C -2.97 4.68 -6.91
O -2.60 5.03 -5.80
C -3.06 3.31 -7.35
C -3.46 3.04 -8.60
O -3.56 1.81 -9.09
H -4.09 6.28 -9.81
H -3.00 6.91 -6.44
H -2.78 2.54 -6.65
H -3.88 1.91 -10.01
O 1.54 6.86 -3.82
C 2.26 6.13 -3.17
C 3.58 6.49 -2.69
C 4.30 5.59 -2.00
O 5.51 5.82 -1.52
C 3.78 4.21 -1.71
O 4.52 3.46 -1.09
C 2.45 3.85 -2.17
C 1.73 4.75 -2.85
O 0.52 4.51 -3.32
H 3.95 7.48 -2.91
H 5.79 5.00 -1.07
H 2.08 2.86 -1.95
H 0.24 5.31 -3.80
O 6.35 -1.77 -5.36
C 6.08 -1.35 -4.25
C 4.78 -0.83 -3.87
C 4.61 -0.38 -2.62
O 3.47 0.12 -2.16
C 5.72 -0.40 -1.59
O 5.44 0.03 -0.49
C 7.01 -0.94 -1.97
C 7.18 -1.39 -3.22
O 8.32 -1.90 -3.67
H 3.99 -0.81 -4.61
H 3.65 0.40 -1.24
H 7.79 -0.97 -1.23
H 8.16 -2.14 -4.60
O -4.59 7.60 -4.99
C -5.62 7.39 -4.37
C -5.70 6.64 -3.14
C -6.90 6.46 -2.57
O -7.08 5.79 -1.44
C -8.17 7.01 -3.17
O -9.21 6.77 -2.57
C -8.09 7.78 -4.39
C -6.89 7.96 -4.97
O -6.70 8.64 -6.09
H -4.79 6.24 -2.72
H -8.04 5.81 -1.26
H -9.00 8.18 -4.81
H -5.75 8.60 -6.28
*
```

=====

(4)
Density functional theory data (ωB97M-V with the def2-TZVPD basis set) for an isolated molecule of C3H6F2N2O at a distorted geometry.

Properties
Structure (SMILES): C/N=C(\NO)C(F)F
Energy: -502.19820 Ha
HOMO energy: -9.650 eV
Largest force on an atom: 0.133 hartree/bohr
Relative energy (zero: lowest compared OMol25 entry of this formula, charge and spin): 463.1 kJ/mol
Orbital gap: 0.3766 Ha

```
! RIJCOSX wB97M-V def2-TZVPD def2/J DEFGRID3
* xyz 0 1
C 2.17 -0.42 -0.10
N 0.80 -1.00 -0.14
C -0.26 -0.33 -0.14
N -0.15 1.11 -0.45
O -1.17 2.07 -0.19
C -1.58 -0.95 -0.09
F -2.83 -0.81 -0.82
F -1.86 -0.22 1.09
H 2.11 -0.15 -1.20
H 2.02 0.67 0.64
H 2.93 -1.14 0.50
H 0.73 1.47 0.05
H -1.58 1.65 0.71
H -1.34 -1.97 0.14
*
```

=====

(5)
Density functional theory data (ωB97M-V with the def2-TZVPD basis set) for a structure of composition C39H42Cl60IN5O5P4S at a distorted geometry.

Properties
Energy: -31832.89334 Ha
HOMO energy: -7.571 eV
Largest force on an atom: 0.160 hartree/bohr
Orbital gap: 0.2167 Ha

```
! RIJCOSX wB97M-V def2-TZVPD def2/J DEFGRID3
* xyz 0 1
C -3.27 -1.95 0.15
C -2.04 -2.48 0.80
C -0.59 -1.67 0.95
C -0.68 -0.07 0.63
O 0.36 -2.28 0.08
C 0.11 -2.68 -1.24
C -0.30 -4.29 -1.41
N 0.14 -4.70 -2.83
C -0.83 -1.85 -2.25
C -0.06 -1.12 -3.53
S -1.45 -0.14 -4.41
C -1.23 1.69 -4.09
N -0.78 2.78 -5.05
N -0.82 3.91 -4.25
C -1.23 3.58 -2.81
O -1.51 2.12 -2.70
P 1.88 -2.67 -2.07
C 2.94 -4.10 -1.29
C 2.84 -1.08 -1.61
C -0.03 -1.79 2.53
C 0.59 -3.35 2.56
C 0.78 -3.97 4.05
C 0.26 -5.54 4.30
C 0.47 -6.26 5.79
C 1.20 -5.48 7.08
C 1.68 -3.93 6.84
C 2.37 -3.10 8.11
C 1.47 -3.25 5.36
C -1.23 -1.85 3.64
C -2.41 -0.75 3.60
C -3.90 -1.51 3.45
I -2.58 0.18 5.63
N 1.07 -0.91 2.92
P 2.47 -0.67 1.92
P 4.36 -0.60 3.11
O 5.49 -1.35 2.24
O 4.94 1.07 3.28
O 4.26 -1.47 4.61
P 0.81 0.40 4.03
N 1.99 1.52 4.15
H -4.14 -1.37 0.68
H -3.35 -2.08 -1.02
H -2.11 -3.57 1.26
H -1.60 0.27 -0.02
H 0.28 0.19 -0.03
H -0.64 0.64 1.55
H 0.26 -4.91 -0.58
H -1.48 -4.42 -1.31
H 0.47 -5.71 -2.80
H -0.66 -4.58 -3.49
H -1.53 -1.03 -1.81
H -1.57 -2.63 -2.78
H 0.71 -0.29 -3.21
H 0.32 -1.86 -4.35
H -1.36 4.29 -1.88
H 3.85 -4.24 -2.05
H 2.36 -5.11 -1.22
H 3.43 -3.75 -0.28
H 3.35 -0.61 -2.58
H 2.12 -0.23 -1.21
H 3.69 -1.23 -0.82
H -0.12 -4.11 1.97
H 1.63 -3.43 2.03
H -0.23 -6.16 3.44
H 0.13 -7.39 5.94
H 1.35 -6.05 8.11
H 1.56 -2.64 8.85
H 3.09 -3.85 8.65
H 3.02 -2.24 7.62
H 1.83 -2.14 5.23
H -1.75 -2.92 3.53
H -0.83 -1.84 4.77
H -2.29 0.15 2.88
H -4.35 -1.71 4.54
H -4.66 -0.81 2.88
H -3.82 -2.57 2.95
H 2.74 -1.84 1.07
H 4.69 1.48 2.40
H 5.01 -2.12 4.74
H -0.39 1.17 3.66
H 0.66 -0.15 5.39
H 2.33 1.50 5.16
C -0.55 4.52 2.03
Cl -1.45 5.44 3.26
Cl 0.54 5.61 1.14
Cl 0.41 3.25 2.83
Cl -1.70 3.77 0.89
C -5.10 2.51 -1.13
Cl -4.97 2.68 0.63
Cl -6.24 1.20 -1.53
Cl -5.69 4.04 -1.83
Cl -3.50 2.13 -1.81
C -7.23 4.96 3.10
Cl -7.48 3.27 3.60
Cl -8.00 6.05 4.27
Cl -5.48 5.31 3.03
Cl -7.94 5.21 1.49
C -4.72 -3.61 -3.93
Cl -4.66 -1.99 -3.20
Cl -4.72 -4.85 -2.65
Cl -6.20 -3.77 -4.91
Cl -3.29 -3.84 -4.98
C 8.64 -1.85 -0.28
Cl 9.79 -3.20 -0.19
Cl 8.32 -1.24 1.37
Cl 9.33 -0.54 -1.27
Cl 7.12 -2.41 -1.01
C 1.52 -10.27 6.20
Cl 1.43 -10.86 7.88
Cl 1.54 -8.49 6.19
Cl 3.00 -10.88 5.43
Cl 0.09 -10.85 5.30
C -4.94 8.17 -3.11
Cl -3.45 7.66 -2.27
Cl -4.52 8.85 -4.70
Cl -6.01 6.76 -3.32
Cl -5.77 9.41 -2.14
C 13.90 -4.09 0.68
Cl 15.20 -3.95 -0.52
Cl 14.53 -4.83 2.17
Cl 13.26 -2.47 1.06
Cl 12.59 -5.10 0.02
C -9.00 -1.23 -6.62
Cl -7.57 -0.86 -7.61
Cl -8.80 -0.53 -4.99
Cl -10.45 -0.54 -7.39
Cl -9.18 -3.00 -6.48
C -6.62 13.29 -3.89
Cl -5.90 11.68 -4.10
Cl -5.38 14.43 -3.31
Cl -7.26 13.86 -5.45
Cl -7.95 13.20 -2.71
C 11.70 -0.27 4.58
Cl 10.80 0.66 5.81
Cl 12.79 0.83 3.69
Cl 12.66 -1.54 5.38
Cl 10.55 -1.02 3.44
C -11.47 12.85 -5.16
Cl -10.03 11.82 -4.91
Cl -12.81 12.25 -4.15
Cl -11.08 14.52 -4.70
Cl -11.95 12.80 -6.87
C -10.35 10.39 -9.80
Cl -10.22 10.56 -8.03
Cl -11.49 9.08 -10.19
Cl -10.94 11.92 -10.49
Cl -8.75 10.01 -10.48
C 16.42 0.34 -0.60
Cl 16.26 0.40 -2.37
Cl 15.08 -0.61 0.09
Cl 17.97 -0.41 -0.16
Cl 16.36 2.00 0.06
C 1.90 -5.81 -6.10
Cl 0.52 -4.68 -6.15
Cl 3.39 -4.92 -5.75
Cl 1.62 -7.03 -4.83
Cl 2.05 -6.63 -7.68
*
```